No. 1
The following is a DFT calculation (the ωB97M-V functional and the def2-TZVPD basis) of a molecular structure, C24H64O24S8 at a distorted geometry.

Output
Kohn-Sham gap in eV: 6.22
Multiplicity: 1
LUMO in eV: -0.7
Electronic energy in eV: -161672.3533
HOMO energy in Ha: -0.255

Cartesian coordinates (Å):
O -1.344 0.733 2.091
S -0.727 0.191 0.855
O -1.484 -0.531 -0.169
O 0.099 1.428 0.101
C 0.701 1.235 -1.169
C 1.980 2.014 -1.298
C 0.743 -0.890 1.313
H 0.050 1.615 -1.956
H 0.865 0.164 -1.293
H 1.881 3.043 -0.953
H 2.340 2.053 -2.327
H 2.764 1.542 -0.705
H 0.308 -1.793 1.739
H 1.326 -0.420 2.105
H 1.422 -1.010 0.469
O 3.618 3.177 -4.642
S 2.435 4.030 -4.652
O 2.384 5.348 -5.336
O 1.163 3.101 -5.160
C -0.046 3.829 -5.335
C -1.237 2.885 -5.574
C 1.962 4.215 -2.869
H 0.173 4.412 -6.229
H -0.252 4.455 -4.467
H -1.448 2.277 -4.695
H -1.036 2.186 -6.385
H -2.153 3.449 -5.749
H 1.755 3.199 -2.534
H 1.092 4.852 -2.710
H 2.860 4.645 -2.424
O -1.530 -5.203 0.814
S -0.508 -4.693 -0.109
O 0.249 -5.574 -0.993
O -1.106 -3.437 -1.076
C -2.078 -2.539 -0.699
C -3.503 -2.989 -1.001
C 0.822 -3.756 0.825
H -2.030 -1.522 -1.088
H -2.150 -2.368 0.376
H -3.869 -3.711 -0.271
H -3.522 -3.468 -1.980
H -4.195 -2.151 -0.916
H 1.028 -4.227 1.786
H 0.500 -2.737 1.036
H 1.761 -3.756 0.270
O 3.231 -0.753 3.077
S 3.534 -1.103 1.674
O 2.777 -2.174 0.913
O 3.604 0.249 0.712
C 3.810 1.495 1.400
C 4.197 2.470 0.300
C 5.355 -1.643 1.618
H 4.616 1.390 2.126
H 2.995 1.840 2.036
H 3.550 3.346 0.271
H 4.105 2.098 -0.721
H 5.173 2.935 0.434
H 5.366 -2.723 1.472
H 5.957 -1.410 2.497
H 5.811 -1.085 0.801
O 2.929 -5.052 0.800
S 3.310 -4.176 1.932
O 4.227 -3.060 1.764
O 1.827 -3.736 2.638
C 1.788 -2.412 3.101
C 0.798 -2.245 4.263
C 3.956 -5.242 3.288
H 1.479 -1.770 2.276
H 2.785 -2.167 3.467
H 1.173 -2.707 5.176
H -0.220 -2.597 4.094
H 0.710 -1.178 4.467
H 3.718 -4.820 4.265
H 5.029 -5.275 3.100
H 3.419 -6.187 3.199
O -2.092 -0.072 -4.539
S -2.268 1.179 -3.834
O -2.734 2.392 -4.519
O -3.143 0.972 -2.456
C -3.519 -0.306 -1.935
C -4.218 -0.111 -0.620
C -0.680 1.509 -3.057
H -2.594 -0.881 -1.961
H -4.133 -0.743 -2.722
H -3.506 0.334 0.074
H -4.502 -1.068 -0.182
H -5.111 0.501 -0.750
H 0.139 1.438 -3.772
H -0.547 0.720 -2.316
H -0.584 2.543 -2.726
O 0.337 5.185 -1.139
S -0.475 4.126 -1.795
O -0.077 3.566 -3.091
O -0.633 2.790 -0.753
C -1.060 3.003 0.575
C -2.238 2.044 0.843
C -2.233 4.678 -1.920
H -1.331 4.001 0.919
H -0.286 2.883 1.334
H -2.060 0.991 0.623
H -3.063 2.377 0.214
H -2.561 2.046 1.884
H -2.556 5.123 -0.979
H -2.722 3.718 -2.082
H -2.340 5.379 -2.748
O -0.953 -0.383 3.063
S -1.528 -1.414 2.230
O -0.673 -2.272 1.399
O -2.486 -2.475 3.168
C -3.048 -1.898 4.317
C -3.124 -2.939 5.508
C -2.865 -0.608 1.151
H -4.102 -1.738 4.091
H -2.580 -0.972 4.649
H -2.171 -3.200 5.970
H -3.581 -3.878 5.194
H -3.759 -2.598 6.325
H -3.590 -0.048 1.742
H -3.473 -1.447 0.811
H -2.354 -0.063 0.358

Atomic partial charges in e from the Löwdin method, atoms 1 to 6: O -0.412; S 0.898; O -0.348; O -0.288; C -0.244; C -0.047

No. 2
The following is a DFT calculation (the ωB97M-V functional and the def2-TZVPD basis) of 8 unconnected molecules or ions with the total composition C24H64O8 at a distorted geometry.

Output
Kohn-Sham gap in eV: 10.00
Multiplicity: 1
LUMO in eV: 0.5
Electronic energy in eV: -42305.8392
HOMO energy in Ha: -0.351
SMILES: CC(C)O.CC(C)O.CC(C)O.CC(C)O.CC(C)O.CC(C)O.CC(C)O.CC(C)O

Cartesian coordinates (Å):
C -5.045 3.264 0.430
C -3.619 3.490 0.877
C -2.632 2.628 0.077
O -3.328 4.871 0.776
H -5.715 3.928 0.972
H -5.326 2.215 0.538
H -5.147 3.485 -0.636
H -3.523 3.208 1.940
H -2.902 2.571 -0.980
H -2.651 1.615 0.490
H -1.602 2.988 0.112
H -2.402 5.012 1.018
C 2.052 1.097 -4.925
C 2.487 1.315 -3.494
C 1.444 2.046 -2.678
O 2.749 0.076 -2.798
H 2.903 0.828 -5.555
H 1.705 2.026 -5.382
H 1.239 0.373 -4.936
H 3.402 1.908 -3.388
H 1.583 2.009 -1.596
H 0.424 1.720 -2.905
H 1.461 3.120 -2.897
H 3.312 -0.477 -3.353
C -1.577 -1.066 -4.518
C -2.789 -2.003 -4.532
C -2.762 -2.869 -3.259
O -3.981 -1.216 -4.502
H -0.732 -1.688 -4.231
H -1.724 -0.198 -3.880
H -1.425 -0.717 -5.544
H -2.752 -2.634 -5.424
H -2.832 -2.270 -2.351
H -1.818 -3.418 -3.209
H -3.607 -3.563 -3.228
H -4.744 -1.799 -4.551
C -0.995 -1.175 0.460
C 0.132 -0.412 -0.228
C 1.337 -0.256 0.737
O 0.636 -1.239 -1.287
H -0.652 -2.179 0.694
H -1.923 -1.115 -0.111
H -1.267 -0.654 1.384
H -0.211 0.531 -0.660
H 1.701 -1.242 1.019
H 1.110 0.276 1.666
H 2.110 0.286 0.189
H 1.369 -0.779 -1.727
C 2.028 -3.792 2.641
C 2.172 -5.309 2.516
C 1.022 -6.070 3.181
O 2.242 -5.693 1.146
H 1.716 -3.573 3.667
H 1.126 -3.523 2.081
H 2.906 -3.260 2.294
H 3.106 -5.663 2.961
H 0.906 -5.815 4.238
H 1.170 -7.138 3.047
H 0.070 -5.799 2.714
H 1.704 -5.095 0.599
C -1.026 0.938 4.195
C -0.597 2.172 4.945
C -1.745 3.073 5.395
O 0.176 1.835 6.108
H -1.683 0.273 4.767
H -0.152 0.331 3.929
H -1.514 1.066 3.224
H 0.056 2.744 4.284
H -1.358 3.932 5.942
H -2.375 2.542 6.113
H -2.309 3.391 4.515
H -0.340 1.169 6.581
C 1.723 6.027 1.596
C 0.705 5.015 1.095
C 1.000 3.627 1.671
O -0.612 5.385 1.537
H 1.576 7.018 1.165
H 2.750 5.728 1.378
H 1.648 6.108 2.684
H 0.659 5.032 0.008
H 0.201 2.912 1.479
H 1.279 3.644 2.722
H 1.853 3.216 1.114
H -0.587 5.617 2.472
C 1.649 -3.979 -3.192
C 2.094 -4.339 -1.785
C 3.378 -3.566 -1.444
O 1.064 -3.984 -0.864
H 0.677 -4.393 -3.467
H 2.360 -4.323 -3.953
H 1.586 -2.902 -3.376
H 2.247 -5.409 -1.664
H 3.391 -3.410 -0.361
H 3.417 -2.563 -1.874
H 4.309 -4.084 -1.675
H 0.856 -3.032 -0.964

Atomic partial charges in e from the Löwdin method, atoms 1 to 6: C -0.060; C -0.505; C -0.048; O -0.052; H 0.080; H 0.081

No. 3
The following is a DFT calculation (the ωB97M-V functional and the def2-TZVPD basis) of 7 unconnected molecules or ions with the total composition C24H65ClNO30P7 at a distorted geometry.

Output
Kohn-Sham gap in eV: 7.38
Multiplicity: 1
LUMO in eV: -1.9
Electronic energy in eV: -166398.2302
HOMO energy in Ha: -0.343
SMILES: C[C@@](Cl)(CCC(N)=O)OC(=O)P(=O)(O)O.COP(=O)(OC)OC.COP(=O)(OC)OC.COP(=O)(OC)OC.COP(=O)(OC)OC.COP(=O)(OC)OC.COP(=O)(OC)OC

Cartesian coordinates (Å):
C -0.841 3.553 0.082
C -1.437 2.854 -1.147
Cl -2.292 4.149 -2.128
C -0.380 2.291 -2.102
C 0.607 1.319 -1.454
C 0.034 -0.044 -1.121
N -0.325 -0.305 0.219
O -0.131 -0.907 -1.950
O -2.321 1.777 -0.836
C -3.573 2.150 -0.450
O -3.851 2.988 0.344
P -4.962 1.173 -1.222
O -5.497 0.348 -0.145
O -6.120 2.121 -1.766
O -4.397 0.178 -2.330
H -0.962 4.627 0.014
H 0.216 3.352 0.227
H -1.368 3.203 0.966
H -0.845 1.910 -3.008
H 0.202 3.165 -2.401
H 1.397 1.150 -2.189
H 1.104 1.698 -0.564
H -1.163 0.209 0.471
H -0.605 -1.278 0.245
H -5.931 2.372 -2.682
H -4.948 -0.613 -2.331
C 0.846 8.989 1.835
O -0.369 8.783 2.579
P -1.498 7.749 1.883
O -2.122 8.729 0.934
O -2.287 7.643 3.300
C -2.460 8.783 4.136
O -2.200 6.367 1.325
C -3.513 6.001 1.742
H 1.507 9.609 2.436
H 1.342 8.040 1.632
H 0.628 9.502 0.896
H -2.603 9.691 3.551
H -1.603 8.891 4.799
H -3.349 8.611 4.743
H -4.202 6.835 1.606
H -3.528 5.661 2.776
H -3.826 5.172 1.114
C -0.813 4.323 4.523
O 0.414 3.569 4.538
P 1.676 4.189 3.607
O 1.150 3.605 2.315
O 2.758 3.242 4.347
C 2.423 1.916 4.756
O 2.849 5.098 2.859
C 4.092 4.497 2.515
H -1.502 3.856 5.222
H -0.641 5.353 4.837
H -1.251 4.310 3.523
H 1.741 1.439 4.053
H 1.987 1.935 5.753
H 3.348 1.343 4.793
H 3.926 3.569 1.967
H 4.706 4.316 3.394
H 4.617 5.205 1.875
C -13.117 -2.352 -0.574
O -11.728 -2.722 -0.609
P -10.641 -1.479 -0.892
O -10.738 -1.368 -2.381
O -9.403 -2.399 -0.399
C -9.296 -3.761 -0.798
O -9.869 -0.082 -0.517
C -8.443 -0.016 -0.605
H -13.693 -3.235 -0.305
H -13.294 -1.578 0.173
H -13.438 -2.000 -1.555
H -9.661 -3.912 -1.814
H -9.844 -4.395 -0.102
H -8.242 -4.033 -0.758
H -8.099 -0.385 -1.572
H -7.969 -0.564 0.202
H -8.167 1.030 -0.503
C 2.506 -3.968 -0.948
O 2.991 -4.553 0.277
P 1.904 -4.578 1.568
O 2.158 -3.153 1.988
O 2.841 -5.654 2.347
C 4.262 -5.587 2.275
O 0.643 -4.833 2.618
C 0.909 -5.195 3.966
H 3.276 -4.092 -1.706
H 1.599 -4.470 -1.284
H 2.309 -2.905 -0.806
H 4.619 -4.558 2.235
H 4.611 -6.142 1.406
H 4.666 -6.061 3.169
H 1.633 -4.509 4.408
H 1.260 -6.221 4.045
H -0.035 -5.117 4.504
C 8.809 -10.137 0.226
O 7.589 -9.919 -0.506
P 6.188 -9.827 0.405
O 5.904 -11.279 0.616
O 5.373 -9.188 -0.840
C 5.526 -9.704 -2.159
O 5.188 -9.144 1.518
C 3.818 -8.925 1.194
H 9.635 -10.094 -0.480
H 8.952 -9.363 0.980
H 8.793 -11.119 0.701
H 5.670 -10.784 -2.153
H 6.363 -9.214 -2.653
H 4.615 -9.473 -2.708
H 3.368 -9.833 0.793
H 3.707 -8.102 0.491
H 3.305 -8.649 2.114
C 2.396 4.192 -5.658
O 3.741 3.689 -5.586
P 3.913 2.008 -5.582
O 3.645 1.835 -4.104
O 5.493 2.198 -5.916
C 6.250 3.269 -5.359
O 4.015 0.390 -5.934
C 5.231 -0.310 -5.707
H 2.445 5.275 -5.733
H 1.883 3.803 -6.538
H 1.843 3.919 -4.757
H 5.928 3.504 -4.345
H 6.171 4.149 -5.994
H 7.292 2.953 -5.333
H 5.594 -0.124 -4.695
H 5.990 -0.044 -6.438
H 5.007 -1.371 -5.820

Atomic partial charges in e from the Löwdin method, atoms 1 to 6: C -0.063; C -0.745; Cl 0.705; C -0.176; C -0.090; C -0.510

No. 4
The following is a DFT calculation (the ωB97M-V functional and the def2-TZVPD basis) of a molecular structure, C24H66AgN7O9 at a distorted geometry.

Output
Kohn-Sham gap (spin up / spin down) in eV: 8.62 / 2.75
Multiplicity: 2
Net charge: +1
LUMO (spin up / spin down) in eV: -2.0 / -7.8
<S²>: 0.755
Electronic energy in eV: -58798.9034
HOMO energy (spin up / spin down) in Ha: -0.389 / -0.388

Cartesian coordinates (Å):
Ag -1.705 2.727 1.860
N -0.029 -0.197 0.411
O -0.620 -1.113 -0.163
O -0.585 0.758 0.977
O 1.205 -0.192 0.364
C -1.971 -0.349 5.356
C -2.602 0.691 4.396
C -3.720 1.553 5.107
O -4.408 2.209 4.070
C -5.504 3.001 4.643
N -1.524 1.545 3.885
H -2.683 -0.870 5.997
H -1.267 0.185 5.994
H -1.473 -1.172 4.844
H -2.968 0.041 3.600
H -3.219 2.249 5.779
H -4.359 0.897 5.699
H -5.317 3.709 5.451
H -6.192 2.297 5.111
H -6.042 3.497 3.836
H -0.700 0.964 3.949
H -1.266 2.171 4.635
C 4.266 -2.121 -0.590
C 3.057 -2.900 -1.234
C 3.559 -4.257 -1.682
O 4.400 -4.156 -2.851
C 4.759 -5.388 -3.485
N 2.045 -2.964 -0.244
H 5.008 -1.860 -1.345
H 4.758 -2.523 0.295
H 3.933 -1.167 -0.180
H 2.661 -2.413 -2.126
H 2.769 -4.956 -1.955
H 4.004 -4.656 -0.770
H 5.162 -5.422 -4.497
H 3.923 -6.086 -3.487
H 5.522 -5.819 -2.836
H 1.226 -3.308 -0.726
H 1.680 -2.051 -0.015
C -4.360 -1.045 -1.163
C -4.736 -1.681 0.199
C -4.638 -3.268 0.268
O -5.420 -3.840 -0.744
C -6.808 -3.922 -0.565
N -3.780 -1.134 1.206
H -3.298 -1.139 -1.392
H -4.705 -0.012 -1.124
H -4.884 -1.635 -1.914
H -5.747 -1.355 0.441
H -4.935 -3.827 1.156
H -3.611 -3.575 0.074
H -7.266 -2.954 -0.362
H -7.008 -4.591 0.272
H -7.183 -4.339 -1.500
H -3.777 -1.625 2.089
H -2.901 -1.275 0.730
C -1.208 0.058 -8.053
C -0.272 0.178 -6.848
C -0.845 -0.473 -5.592
O -0.024 -0.235 -4.472
C -0.386 -0.957 -3.283
N 0.994 -0.410 -7.207
H -0.649 0.412 -8.919
H -2.099 0.662 -7.883
H -1.557 -0.953 -8.265
H -0.037 1.234 -6.718
H -1.012 -1.523 -5.830
H -1.773 0.085 -5.467
H -0.615 -1.992 -3.538
H -1.347 -0.611 -2.904
H 0.468 -0.807 -2.622
H 1.542 -0.349 -6.361
H 0.807 -1.402 -7.161
C 2.172 4.739 0.741
C 0.683 4.401 0.673
C 0.390 3.494 -0.534
O -0.981 3.176 -0.626
C -1.227 2.423 -1.842
N 0.394 3.817 1.937
H 2.492 5.381 1.561
H 2.400 5.377 -0.113
H 2.760 3.826 0.645
H 0.088 5.299 0.510
H 0.949 2.577 -0.347
H 0.754 4.012 -1.422
H -0.720 1.459 -1.819
H -1.013 3.040 -2.715
H -2.288 2.187 -1.928
H 1.111 3.147 2.174
H 0.400 4.633 2.533
C 4.145 3.116 3.637
C 3.856 2.117 2.511
C 4.687 0.783 2.383
O 6.055 1.046 2.369
C 6.737 -0.161 2.422
N 2.400 1.918 2.410
H 4.229 2.680 4.633
H 3.527 4.013 3.601
H 5.197 3.313 3.430
H 4.192 2.668 1.633
H 4.310 0.273 1.497
H 4.503 0.125 3.233
H 6.370 -0.887 3.147
H 7.826 -0.174 2.464
H 6.636 -0.728 1.497
H 2.011 1.544 3.263
H 2.245 1.111 1.823

Atomic partial charges in e from the Löwdin method, atoms 1 to 6: Ag 0.750; N -0.567; O -0.001; O -0.048; O -0.021; C -0.062